(1)
Entry from OMol25: 11 unconnected molecules or ions with the total composition C50H68N4O28 in a non-equilibrium geometry (ωB97M-V/def2-TZVPD).

```
150
Properties=species:S:1:pos:R:3:forces:R:3:lowdin_charge:R:1
O 2.1504 5.5103 7.0987 0.735 0.388 1.062 0.13
C 1.3657 5.1398 6.2736 -1.040 -0.522 -1.458 -0.33
C 0.8789 5.8988 5.1325 -0.275 0.897 0.780 0.07
C 0.2421 5.3315 4.1033 0.484 -0.589 0.232 -0.24
O -0.0447 6.0418 3.0464 -0.525 0.141 -1.207 0.12
C -0.1559 3.8658 4.1259 1.468 1.298 3.282 -0.32
O -0.6361 3.3137 3.2106 -1.456 -1.176 -3.077 0.16
C 0.0661 3.1973 5.4095 -0.673 -0.134 -0.212 0.07
C 0.7890 3.7543 6.3723 0.141 -0.047 -0.393 -0.27
O 1.0260 3.0800 7.4791 0.766 -0.483 1.079 0.11
H 0.8892 6.9847 5.1797 0.697 -0.135 -0.170 0.14
H -0.3738 5.4798 2.3113 -0.299 0.077 0.075 0.09
H -0.4376 2.2575 5.6047 0.274 -0.162 -0.313 0.12
H 1.8212 3.4548 7.8996 -0.372 0.372 0.132 0.12
O -5.7502 -2.2112 1.7885 -0.326 -1.014 0.350 0.11
C -5.8082 -2.6981 0.6773 0.529 1.762 -1.237 -0.31
C -5.7513 -1.8269 -0.5121 -0.357 0.125 1.221 0.06
C -5.5945 -2.3169 -1.7222 0.301 -0.320 -1.682 -0.26
O -5.5657 -1.5166 -2.7878 0.269 0.286 -0.496 0.10
C -5.5282 -3.7904 -2.0249 -1.439 -0.357 2.318 -0.32
O -5.4697 -4.2423 -3.1298 0.591 0.246 -1.467 0.14
C -5.7970 -4.6364 -0.8504 1.324 -0.670 -0.695 0.07
C -5.8426 -4.1532 0.3785 -0.450 -0.030 1.012 -0.26
O -5.9464 -4.9831 1.4146 -0.107 0.216 0.788 0.11
H -5.8518 -0.7577 -0.3921 0.063 0.017 0.244 0.14
H -5.3448 -2.0281 -3.5864 -0.144 -0.145 0.247 0.13
H -5.6722 -5.7135 -0.9130 -0.350 0.074 -0.450 0.14
H -6.0810 -4.4448 2.2183 0.180 -0.134 -0.161 0.13
O 5.4974 -6.8370 -0.7015 -0.665 1.183 -0.833 0.11
C 4.9712 -5.7893 -1.0771 0.330 -0.415 0.940 -0.28
C 4.3789 -4.8015 -0.1711 0.358 -1.469 0.111 0.08
C 3.7625 -3.7442 -0.6658 -0.402 0.964 -0.132 -0.26
O 3.2312 -2.7761 0.0694 -0.580 -0.122 1.121 0.09
C 3.6024 -3.4796 -2.1243 0.597 -0.699 -1.042 -0.29
O 2.9725 -2.5263 -2.5325 -0.095 0.237 0.289 0.10
C 4.3058 -4.4026 -3.0362 -0.366 2.543 0.191 0.08
C 5.0180 -5.3830 -2.5305 0.201 -1.271 0.633 -0.27
O 5.8430 -6.0900 -3.2672 0.416 -1.124 -0.664 0.12
H 4.4075 -4.9973 0.8932 0.078 -0.038 0.013 0.14
H 3.0922 -3.1440 0.9690 -0.144 0.473 -0.367 0.13
H 4.5160 -3.9745 -4.0095 -0.376 -0.514 -0.259 0.14
H 5.9212 -6.9775 -2.8661 0.378 0.331 0.138 0.13
O 0.3691 2.4734 0.4027 0.482 0.876 0.601 0.12
C -0.1450 1.4115 0.1911 -0.934 -2.107 -1.590 -0.33
C 0.5043 0.2323 -0.3818 0.296 1.744 0.382 0.04
C -0.1814 -0.8162 -0.8167 1.598 -2.008 0.000 -0.22
O 0.5039 -1.9180 -1.1989 -0.412 0.268 -0.778 0.08
C -1.6510 -0.9990 -0.7016 -1.314 2.110 1.431 -0.33
O -2.2998 -1.9776 -0.9648 0.476 -0.866 -0.772 0.12
C -2.3180 0.1540 -0.0515 0.242 -0.032 -0.878 0.05
C -1.6357 1.2315 0.3432 -0.385 0.492 0.935 -0.25
O -2.2217 2.2575 0.9623 1.129 0.333 -0.324 0.08
H 1.5865 0.2901 -0.4287 0.005 -0.300 -0.059 0.14
H 1.4253 -1.6660 -1.4220 -0.238 -0.544 0.212 0.08
H -3.3993 0.1905 -0.0222 -0.009 -0.329 0.195 0.13
H -1.4439 2.8622 1.1269 -1.021 0.340 0.254 0.07
O 1.2510 -1.1755 4.9370 -2.559 -3.928 0.597 0.17
C 1.7704 -0.1711 4.6587 3.245 3.271 -0.128 -0.37
C 2.6094 0.5688 5.5832 -0.183 0.435 0.455 0.07
C 3.1877 1.7069 5.2125 0.175 -0.138 0.042 -0.26
O 3.9715 2.3950 6.0251 0.238 0.640 0.753 0.12
C 3.1042 2.2823 3.8352 -2.026 -2.962 -0.001 -0.37
O 3.7193 3.2181 3.5095 2.138 3.456 -0.679 0.18
C 2.3068 1.5083 2.8898 0.431 -0.224 -0.259 0.08
C 1.8204 0.3335 3.2561 -1.196 -0.342 -0.331 -0.24
O 1.2293 -0.4639 2.3678 -0.221 -1.031 -0.072 0.09
H 2.7909 0.2558 6.6057 -0.378 -0.479 -0.078 0.14
H 3.8732 2.0069 6.9080 0.321 0.177 -0.091 0.13
H 2.3117 1.7340 1.8331 -0.004 0.498 0.066 0.13
H 1.0148 -1.3231 2.8025 -0.098 0.516 -0.064 0.13
C 5.5447 -0.1579 -0.7579 0.359 0.040 0.127 -0.05
N 5.8973 0.0878 -2.1482 -0.357 -0.251 1.133 -0.19
C 4.9629 0.8558 -2.9092 -0.702 0.580 -0.590 -0.06
C 7.1789 -0.0465 -2.5422 -0.047 -0.548 0.095 -0.36
O 7.6008 0.2729 -3.6197 0.417 0.463 -0.908 0.03
H 6.2630 -0.8328 -0.2889 0.094 0.010 -0.183 0.09
H 4.5738 -0.6462 -0.6799 -0.109 0.204 -0.055 0.07
H 5.5771 0.7755 -0.1835 -0.313 -0.083 0.019 0.10
H 4.9889 1.9344 -2.6981 0.321 -0.102 0.078 0.10
H 5.1333 0.7261 -3.9758 0.127 -0.042 0.024 0.09
H 3.9339 0.5587 -2.6874 0.152 -0.305 0.054 0.07
H 7.8134 -0.5576 -1.8039 -0.011 -0.006 0.225 0.13
C -1.6884 -4.8761 -0.3790 -0.347 0.031 0.202 -0.05
N -0.4503 -5.2402 0.2723 -0.354 -0.327 -0.549 -0.17
C 0.4085 -6.1167 -0.4462 0.468 -0.820 -0.971 -0.05
C -0.0126 -4.5971 1.3568 -1.968 1.689 -1.205 -0.36
O 1.0893 -4.6341 1.8048 2.774 -0.476 1.257 0.03
H -1.5557 -4.3334 -1.3173 0.396 -0.159 -0.016 0.08
H -2.2292 -4.1757 0.2582 -0.162 -0.276 0.087 0.07
H -2.2706 -5.7796 -0.5768 -0.164 0.114 0.099 0.09
H 0.0164 -7.1352 -0.5453 -0.209 0.076 0.288 0.09
H 0.5396 -5.7842 -1.4830 0.058 0.252 0.100 0.10
H 1.3803 -6.1885 0.0227 0.133 0.130 0.205 0.08
H -0.7439 -3.8602 1.7078 -0.314 -0.176 0.404 0.12
C -0.5326 -1.5202 -5.1774 -0.756 -0.763 -0.995 -0.05
N 0.8912 -1.4718 -5.3489 1.131 0.438 0.392 -0.17
C 1.6360 -0.4954 -4.5699 -0.695 0.079 1.153 -0.06
C 1.4547 -1.9966 -6.4661 -0.067 0.164 0.024 -0.35
O 0.8889 -2.7047 -7.2682 -0.110 -0.129 -0.126 0.02
H -0.8754 -2.4678 -5.5997 0.046 0.020 0.052 0.09
H -1.0116 -0.7551 -5.7994 -0.102 0.199 0.342 0.10
H -0.8851 -1.4835 -4.1538 0.369 0.313 0.227 0.08
H 1.3015 -0.5803 -3.5250 -0.213 0.049 -0.232 0.07
H 2.7010 -0.6798 -4.4484 0.054 -0.162 -0.794 0.07
H 1.4188 0.5396 -4.8677 0.269 -0.163 -0.187 0.08
H 2.5028 -1.6810 -6.5997 0.096 -0.124 0.142 0.14
C -2.2091 6.6153 -2.3912 -1.895 0.832 -0.977 -0.07
N -1.8693 6.4579 -1.0170 0.778 0.987 -0.292 -0.18
C -1.5328 7.6816 -0.3119 -0.510 0.379 0.319 -0.02
C -1.8248 5.2667 -0.4384 -0.820 -0.250 -1.581 -0.33
O -1.4634 5.0466 0.6760 0.857 -0.476 2.448 0.04
H -1.4733 7.1613 -2.9825 0.445 -0.475 0.088 0.09
H -3.1126 7.2481 -2.4979 0.223 0.042 0.333 0.10
H -2.5628 5.7017 -2.8704 0.713 -0.288 0.120 0.08
H -0.9812 8.3742 -0.9472 0.045 -0.187 -0.156 0.09
H -2.4702 8.1762 -0.0249 0.168 0.060 -0.003 0.10
H -0.9592 7.5221 0.5958 0.023 -0.370 -0.060 0.08
H -2.2285 4.4846 -1.0983 0.145 -0.255 -0.069 0.14
C -2.1207 -3.0180 4.7483 -0.467 -0.759 1.320 -0.12
O -1.6731 -2.7193 3.4795 0.312 0.618 -0.773 -0.20
C -2.3919 -1.7088 2.7782 0.901 -0.589 -0.020 -0.17
C -2.4386 -0.3767 3.4733 -1.071 0.497 -0.189 -0.18
O -3.3875 -0.3974 4.5444 0.813 0.109 -0.207 -0.19
C -3.3035 0.7527 5.3497 -0.436 -0.143 0.613 -0.11
H -3.1311 -3.4511 4.7610 -0.019 -0.041 -0.229 0.10
H -2.1681 -2.1836 5.4483 0.273 0.213 -0.182 0.08
H -1.4291 -3.7593 5.1432 0.001 -0.079 0.085 0.09
H -3.3696 -2.0979 2.4835 -0.206 0.304 0.142 0.12
H -1.7709 -1.5927 1.8850 -0.330 0.193 -0.111 0.11
H -2.7960 0.3744 2.7451 0.309 -0.111 0.103 0.12
H -1.4428 -0.0683 3.8153 0.012 -0.145 0.117 0.13
H -4.0471 0.5845 6.1336 -0.079 0.367 -0.147 0.09
H -3.5102 1.6785 4.7987 -0.065 -0.101 -0.038 0.09
H -2.3509 0.8813 5.8892 0.141 -0.272 -0.390 0.08
C -1.5233 4.2028 -5.8416 0.685 1.403 -1.002 -0.13
O -1.5978 3.5032 -4.6639 -0.435 -1.101 0.603 -0.21
C -0.4221 2.7908 -4.3557 0.723 0.837 1.110 -0.20
C -0.5638 1.9974 -3.0528 -0.592 0.160 -1.269 -0.19
O -1.5100 0.9425 -3.1259 0.435 0.016 -0.180 -0.19
C -2.8544 1.3970 -3.2603 0.270 0.188 1.440 -0.06
H -2.4540 4.7305 -6.0340 -0.232 -0.205 0.124 0.09
H -1.2692 3.6076 -6.7243 -0.095 -0.308 0.100 0.09
H -0.7501 4.9857 -5.7667 0.044 -0.040 -0.077 0.09
H 0.3471 3.5514 -4.1021 0.109 -0.248 -0.328 0.14
H -0.0180 2.1764 -5.1683 -0.483 -0.013 -0.162 0.12
H -0.8115 2.7189 -2.2612 -0.014 -0.235 0.136 0.12
H 0.4265 1.5676 -2.9022 -0.139 -0.147 0.416 0.11
H -3.5138 0.5661 -3.0189 0.040 -0.174 -0.337 0.08
H -3.0537 1.8698 -4.2089 -0.119 -0.163 -0.267 0.08
H -3.0057 2.1353 -2.4551 -0.262 0.109 -0.250 0.09
```
Positions in Å, forces in eV/Å.

As for the gap between HOMO and LUMO: 7.539 eV. For the highest occupied orbital energy, the calculation gives -9.2 eV. As for the SMILES: O=C1C=C(O)C(=O)C=C1O.O=C1C=C(O)C(=O)C=C1O.O=C1C=C(O)C(=O)C=C1O.O=C1C=C(O)C(=O)C=C1O.O=C1C=C(O)C(=O)C=C1O.CN(C)C=O.CN(C)C=O.CN(C)C=O.CN(C)C=O.COCCOC.COCCOC. The net charge is 0.

(2)
Entry from OMol25: 2 unconnected molecules or ions with the total composition C2H6NS in a non-equilibrium geometry (ωB97M-V/def2-TZVPD).

```
10
Properties=species:S:1:pos:R:3:forces:R:3:lowdin_charge:R:1
S -2.4193 -0.8488 -1.9834 -0.102 -0.876 0.155 -0.27
H -2.5550 -2.1829 -1.6330 0.172 0.998 -0.186 -0.44
C 1.4421 0.1511 1.3176 -1.404 -2.216 -1.805 -0.10
C 0.5963 0.0310 0.2314 1.191 0.146 1.603 -0.33
N -0.1323 1.0617 -0.3450 1.799 -2.349 0.114 0.02
H 1.7647 1.0915 1.6895 0.092 0.506 0.754 -0.01
H 1.6144 -0.8550 1.7643 0.731 1.276 -0.062 0.02
H 0.5570 -1.0438 -0.1650 -0.910 2.001 0.212 0.11
H -0.0416 1.9857 0.0563 -0.633 -0.471 -0.353 0.08
H -0.8264 0.6095 -0.9327 -0.937 0.986 -0.433 -0.09
```
Positions in Å, forces in eV/Å.

As for the gap between HOMO and LUMO: 6.960 eV. For the highest occupied orbital energy, the calculation gives -2.9 eV. The net charge is -1.